Entry 1:
Molecular formula: C8H17O3P2Re
Method: DFT, the ωB97M-V functional and the def2-TZVPD basis

Each line ends with the Mulliken charge.
Atoms and positions in Å:
1 C -1.66 -1.90 -1.34  -0.737
2 C -1.75 -2.12 -2.85  -0.293
3 C -1.47 -0.93 -3.57  -0.681
4 C -1.13 0.10 -2.68  -0.223
5 C -1.20 -0.36 -1.23  -0.406
6 Re -0.24 -1.47 0.32  0.485
7 P -1.35 -2.36 2.08  -0.195
8 H -2.54 -2.22 -0.77  0.284
9 H -1.98 -3.09 -3.26  0.471
10 H -1.39 -0.88 -4.65  0.400
11 H -1.80 0.30 -0.56  0.514
12 H -0.74 1.09 -2.92  0.424
13 H -0.55 -3.06 3.03  0.136
14 H -2.25 -3.43 1.81  0.140
15 H -2.19 -1.61 2.96  0.145
16 C 3.04 0.08 -0.42  -0.679
17 O 2.34 0.23 0.82  -0.390
18 P 0.70 0.44 0.78  1.094
19 O 0.45 1.15 2.24  -0.365
20 C 1.59 1.44 3.06  -0.635
21 O 0.61 1.71 -0.24  -0.362
22 C -0.27 2.83 -0.09  -0.709
23 H 2.45 0.43 -1.28  0.314
24 H 3.30 -0.97 -0.57  0.272
25 H 3.94 0.68 -0.33  0.272
26 H 1.22 1.47 4.09  0.262
27 H 2.34 0.65 2.97  0.301
28 H 2.01 2.40 2.76  0.270
29 H -1.24 2.53 0.33  0.343
30 H 0.17 3.60 0.56  0.291
31 H -0.42 3.27 -1.08  0.255

Calculated values
HOMO-LUMO gap (spin up / spin down) = 6.43 / 6.74 eV
Spin multiplicity = 4
Energy relative to the best compared isomer or geometry (same formula, charge and spin) = 0.0 kJ/mol
Total charge = +1



Entry 2:
Molecular formula: C8H17OP
Method: DFT, the ωB97M-V functional and the def2-TZVPD basis

Each line ends with the Mulliken charge.
Atoms and positions in Å:
1 C -0.94 0.76 0.16  0.512
2 C 4.24 -0.55 0.05  -0.349
3 C 2.94 0.56 -0.87  0.281
4 C 4.05 0.79 0.16  -0.395
5 C -0.45 1.57 1.32  -1.432
6 C -0.67 1.47 -1.21  -1.507
7 C -1.88 -1.67 -0.97  -1.426
8 C -1.44 -1.46 1.80  -1.204
9 O 3.26 -0.85 -0.93  -0.388
10 P -0.80 -0.94 0.21  0.790
11 H 0.17 -1.99 0.01  -0.037
12 H 5.01 -1.20 0.36  0.413
13 H 1.85 0.63 -0.75  -0.320
14 H 3.14 1.23 -1.78  0.255
15 H 4.15 1.72 0.68  0.376
16 H 0.43 2.18 0.97  0.285
17 H -1.06 2.40 1.32  0.424
18 H -0.23 0.93 2.24  0.312
19 H 0.17 0.92 -1.57  0.442
20 H -0.43 2.51 -1.04  0.436
21 H -1.65 1.51 -1.80  0.274
22 H -1.89 -2.70 -0.81  0.470
23 H -2.93 -1.32 -0.90  0.350
24 H -1.46 -1.44 -1.87  0.429
25 H -1.11 -2.43 1.99  0.392
26 H -1.21 -0.73 2.65  0.267
27 H -2.53 -1.54 1.99  0.347

Calculated values
HOMO-LUMO gap = 7.70 eV
Energy relative to the best compared isomer or geometry (same formula, charge and spin) = 527.6 kJ/mol
Total charge = 0



no.,E_tot (a.u.)
1,-1301.29811
2,-731.38040